[1]
{
  "formula": "C23H23Cl3N4O6ReS",
  "method": "ωB97M-V/def2-TZVPD",
  "elements": ["Re", "O", "C", "C", "N", "C", "C", "O", "O", "C", "C", "O", "O", "H", "H", "H", "H", "H", "H", "H", "H", "H", "N", "C", "H", "Cl", "C", "C", "C", "C", "C", "C", "N", "C", "C", "N", "C", "O", "C", "C", "C", "Cl", "S", "C", "C", "C", "Cl", "C", "H", "H", "H", "H", "H", "H", "H", "H", "H", "H", "H", "H", "H"],
  "positions_angstrom": [[-0.02152, 0.46730, 0.20233], [-1.91490, 1.04623, -0.68090], [-2.64293, -0.14481, -1.13897], [-2.51815, -1.19663, -0.06281], [-1.08143, -1.40740, 0.32817], [-1.02990, -1.77382, 1.77392], [-1.26260, -0.50601, 2.61176], [-1.75886, -0.52911, 3.68674], [-0.84187, 0.63237, 1.99152], [-0.38639, -2.33482, -0.61026], [0.11898, -1.56868, -1.83876], [0.23787, -2.08047, -2.89901], [0.41814, -0.26717, -1.57609], [-2.47555, 1.58615, -0.09988], [-2.18202, -0.42615, -2.08289], [-3.68276, 0.11656, -1.32176], [-2.95513, -2.14243, -0.38714], [-3.05796, -0.86775, 0.82638], [-0.04014, -2.16840, 2.00734], [-1.77220, -2.52731, 2.03307], [-1.02637, -3.15741, -0.92390], [0.48504, -2.75439, -0.10491], [2.77286, -0.47378, 1.40333], [1.76555, -0.13989, 0.96709], [3.66795, -0.75018, 1.77712], [8.15287, 4.72248, -2.12039], [6.45590, 4.80407, -2.39264], [5.58156, 4.25845, -1.46672], [4.21941, 4.33855, -1.69594], [3.69219, 4.95901, -2.82813], [2.20946, 5.07348, -3.09095], [1.30391, 5.41553, -1.90899], [1.13889, 4.34746, -0.91126], [1.41226, 4.46265, 0.43907], [1.12324, 3.26817, 1.00311], [0.66601, 2.42374, -0.00370], [0.67905, 3.12739, -1.14509], [1.61029, 3.92443, -3.68750], [2.41272, 2.96761, -4.37771], [1.66323, 2.53621, -5.60268], [0.44687, 1.88272, -5.59515], [-0.44401, 1.39771, -4.20886], [-0.13421, 1.53170, -7.16322], [1.23731, 2.26352, -7.86544], [2.10712, 2.74769, -6.92822], [4.60795, 5.46726, -3.75303], [4.06616, 6.17597, -5.24131], [5.97598, 5.40511, -3.54300], [5.97058, 3.78227, -0.57740], [3.55948, 3.89316, -0.96487], [2.06603, 5.91482, -3.77302], [0.31872, 5.65312, -2.30750], [1.67927, 6.29267, -1.38630], [1.78482, 5.37613, 0.87009], [1.18487, 2.95759, 2.03215], [0.39285, 2.76834, -2.11916], [2.61612, 2.11817, -3.71838], [3.36958, 3.38808, -4.69005], [1.33909, 2.30463, -8.93890], [3.03089, 3.24791, -7.18226], [6.65823, 5.81898, -4.27204]],
  "energy_ev": -92987.135,
  "gap_ev": [6.91, 3.29],
  "fmax_ev_per_a": 2.54,
  "spin_multiplicity": 4,
  "charge": 2,
  "de_lowest_kj_mol": 0.00
}

---

[2]
{
  "formula": "C30H62AgN3O4",
  "method": "ωB97M-V/def2-TZVPD",
  "elements": ["Ag", "C", "C", "C", "C", "C", "C", "N", "O", "C", "C", "C", "H", "H", "H", "H", "H", "H", "H", "H", "H", "H", "H", "H", "H", "H", "H", "H", "H", "H", "C", "C", "C", "C", "C", "C", "N", "O", "C", "C", "C", "H", "H", "H", "H", "H", "H", "H", "H", "H", "H", "H", "H", "H", "H", "H", "H", "H", "H", "H", "C", "C", "C", "C", "C", "C", "N", "O", "C", "C", "C", "H", "H", "H", "H", "H", "H", "H", "H", "H", "H", "H", "H", "H", "H", "H", "H", "H", "H", "H", "C", "C", "O", "C", "H", "H", "H", "H", "H", "H"],
  "positions_angstrom": [[-0.75721, 0.16425, 0.47810], [3.36028, -3.98898, 1.22679], [2.88199, -5.04062, 0.21099], [3.11252, -6.47875, 0.90097], [2.34149, -7.68989, 0.31442], [0.89397, -7.42872, 0.28874], [0.43318, -6.03077, -0.34590], [1.37016, -4.87465, -0.04017], [1.05208, -3.53856, -0.60501], [-1.05953, -5.71371, 0.24257], [0.26826, -6.33851, -1.78846], [3.75589, -5.07379, -1.02290], [3.31919, -3.00119, 0.76778], [4.39576, -4.32613, 1.27373], [2.76513, -3.94518, 2.13891], [2.93837, -6.50647, 1.97662], [4.09134, -6.95721, 0.86832], [2.56911, -8.59150, 0.88308], [2.79158, -7.82871, -0.66855], [0.58391, -7.59188, 1.32089], [0.44389, -8.23159, -0.29515], [-1.76285, -6.47104, -0.10370], [-1.48022, -4.74966, -0.04331], [-1.01567, -5.66010, 1.33038], [1.11929, -6.17763, -2.45025], [-0.35491, -5.50260, -2.10632], [-0.25886, -7.26071, -2.03298], [4.79246, -5.38094, -0.88395], [3.93960, -4.06362, -1.38881], [3.27109, -5.53927, -1.88103], [2.38193, 1.43421, -4.24617], [3.02919, 2.81289, -4.24226], [2.68579, 3.42082, -5.61323], [3.06777, 4.90507, -5.66081], [2.65001, 5.77725, -4.37896], [2.66328, 5.01311, -3.00689], [2.44718, 3.55965, -3.18206], [2.44012, 2.98220, -1.93061], [3.97408, 5.40613, -2.37027], [1.48633, 5.64390, -2.14333], [4.61983, 2.52335, -4.02772], [2.28630, 1.12459, -5.28689], [1.34883, 1.34570, -3.91007], [3.05433, 0.72729, -3.76012], [3.22770, 2.86660, -6.37958], [1.61937, 3.26670, -5.77778], [2.78580, 5.40120, -6.58949], [4.14398, 4.81910, -5.81079], [1.76478, 6.38887, -4.55325], [3.48763, 6.45877, -4.52741], [4.02072, 6.49280, -2.29923], [3.87434, 4.95856, -1.38142], [4.93401, 5.11093, -2.79395], [1.35246, 5.10656, -1.20448], [1.55435, 6.73042, -2.08900], [0.47704, 5.67573, -2.55369], [4.82663, 2.40306, -2.96431], [5.20688, 3.36028, -4.40588], [4.89902, 1.54350, -4.41507], [3.38527, 2.83253, -1.85393], [-2.86061, -1.41419, 4.93724], [-3.35953, -0.02582, 5.34370], [-2.41122, 0.40798, 6.46826], [-2.53577, 1.87068, 6.90516], [-2.42038, 2.85415, 5.69506], [-3.29308, 2.45037, 4.42706], [-3.24308, 0.92207, 4.17324], [-4.17351, 0.57777, 3.18123], [-4.64239, 3.08826, 4.64148], [-2.64822, 3.00182, 3.17007], [-4.79387, -0.05051, 5.95319], [-1.82908, -1.50617, 4.59727], [-3.63667, -1.82426, 4.29097], [-2.86424, -2.09533, 5.78821], [-2.53746, -0.30052, 7.28691], [-1.39353, 0.28758, 6.09689], [-1.80424, 2.05884, 7.69101], [-3.52850, 1.96642, 7.34495], [-1.36967, 2.96361, 5.42648], [-2.66572, 3.88312, 5.95797], [-5.03170, 2.85837, 5.63329], [-4.71690, 4.17106, 4.54100], [-5.24471, 2.59117, 3.88108], [-1.85561, 2.40777, 2.71514], [-3.45185, 3.19494, 2.45945], [-2.33795, 4.04633, 3.19900], [-5.34867, -0.83233, 5.43447], [-5.35476, 0.87656, 5.83465], [-4.74936, -0.33913, 7.00334], [-5.01713, 0.53433, 3.63734], [-3.41185, 1.61612, -5.01921], [-3.51530, 1.41687, -3.54399], [-2.74364, 1.95855, -2.76994], [-4.44287, 0.38170, -2.97448], [-2.88623, 0.86528, -5.60918], [-2.78102, 2.50481, -5.00028], [-4.41530, 1.88704, -5.34756], [-4.74429, 0.43983, -1.92860], [-4.05704, -0.59842, -3.25485], [-5.37931, 0.62966, -3.47417]],
  "energy_ev": -48762.352,
  "gap_ev": 3.15,
  "fmax_ev_per_a": 4.44,
  "charge": 0
}

---

[3]
{
  "formula": "C5H6AgLiMgO4",
  "method": "ωB97M-V/def2-TZVPD",
  "elements": ["O", "C", "O", "Mg", "Ag", "O", "Li", "C", "O", "C", "H", "H", "H", "C", "C", "H", "H", "H"],
  "positions_angstrom": [[-1.29120, 0.99182, -2.11007], [-1.29495, 0.04462, -1.31401], [-1.60852, -1.11795, -1.78869], [-0.07150, -2.24097, -2.22072], [-3.39001, -1.98099, -0.15823], [1.21392, -1.43917, -1.01203], [-0.46087, 2.55811, -2.55721], [1.01549, -0.43753, -0.28514], [1.99501, -0.16584, 0.52964], [1.98758, 0.97962, 1.38457], [2.83812, 0.85331, 2.05872], [2.12751, 1.89486, 0.79830], [1.06444, 1.03634, 1.97174], [-0.52847, 0.14247, -0.01224], [-1.20061, -0.68514, 1.07911], [-0.45831, 1.19109, 0.29430], [-1.35877, -0.07462, 1.97733], [-0.57885, -1.55004, 1.36462]],
  "energy_ev": -23104.860,
  "gap_ev": [4.71, 4.71],
  "fmax_ev_per_a": 3.04,
  "charge": 2,
  "de_lowest_kj_mol": 154.32
}